<i>
Entry from OMol25: CH5N3 in the gas phase (ωB97M-V/def2-TZVPD).

Properties
Structure (SMILES): [H]/N=C\NN
Orbital gap (eV): 9.80

Each atom is followed by the atoms it is bonded to, with distances in Å.
Cartesian coordinates (Å):
1 C 0.41696 0.81670 0.08797  H5 1.113, N8 1.434, N9 1.339
2 H -0.31447 -1.59735 -1.53279  N7 1.142
3 H -1.68145 -0.43391 -1.07557  N7 1.103
4 H 0.37942 -1.09882 0.96230  N8 0.991
5 H 0.30341 1.20204 -0.94987  C1 1.113
6 H 0.79819 1.18249 2.00299  N9 1.103
7 N -0.92126 -1.13114 -0.68497  H2 1.142, H3 1.103, N8 1.431
8 N 0.06906 -0.57141 0.18263  C1 1.434, H4 0.991, N7 1.431
9 N 0.95013 1.63140 1.00731  C1 1.339, H6 1.103

Results of the natural (NBO) charge analysis, in e, for atoms 1 through 5: C 0.26; H 0.35; H 0.38; H 0.38; H 0.16

***

<ii>
Entry from OMol25: CH5N3 in the gas phase (ωB97M-V/def2-TZVPD).

Properties
Structure (SMILES): N=C(N)N
Orbital gap (eV): 9.70

Each atom is followed by the atoms it is bonded to, with distances in Å.
Cartesian coordinates (Å):
1 C 0.08993 -0.18378 -0.00124  N7 1.328, N8 1.398, N9 1.315
2 H -1.27646 0.25357 -1.21209  N7 0.943
3 H 0.17539 1.30720 -1.18163  N7 1.094
4 H 0.82178 1.32091 1.10721  N8 1.159
5 H 1.12521 -0.51844 1.63641  N8 1.083
6 H -0.98368 -1.73634 -0.63827  N9 1.018
7 N -0.60252 0.69297 -0.71963  C1 1.328, H2 0.943, H3 1.094
8 N 1.11630 0.22934 0.85363  C1 1.398, H4 1.159, H5 1.083
9 N -0.46596 -1.36543 0.15562  C1 1.315, H6 1.018

Results of the natural (NBO) charge analysis, in e, for atoms 1 through 5: C 0.56; H 0.39; H 0.37; H 0.38; H 0.43

***

Going by the energies, <ii> is most stable and the next is 0.0419 hartree up.

***

<i>
Entry from OMol25: C4H7FN2O in the gas phase (ωB97M-V/def2-TZVPD).

Properties
Structure (SMILES): NCC(=O)N/C=C\F
Orbital gap (eV): 9.81

Each atom is followed by the atoms it is bonded to, with distances in Å.
Cartesian coordinates (Å):
1 C -2.10478 0.49613 -0.06501  C2 1.528, H7 1.080, H8 1.101, N12 1.456
2 C -0.59426 0.47900 -0.29617  C1 1.528, N13 1.373, O14 1.207
3 C 1.30146 -1.07829 -0.48416  C4 1.313, H10 1.080, N13 1.408
4 C 2.31993 -0.40868 0.00529  C3 1.313, H11 1.071, F15 1.335
5 H -2.51457 -0.72102 1.50499  N12 1.002
6 H -3.60776 -0.83803 0.34188  N12 1.016
7 H -2.55843 0.63727 -1.03486  C1 1.080
8 H -2.32419 1.39931 0.52527  C1 1.101
9 H -0.70046 -1.51880 -0.10883  N13 0.990
10 H 1.51177 -1.92160 -1.12474  C3 1.080
11 H 3.33613 -0.64004 -0.24249  C4 1.071
12 N -2.60978 -0.74301 0.50799  C1 1.456, H5 1.002, H6 1.016
13 N -0.05354 -0.78133 -0.23987  C2 1.373, C3 1.408, H9 0.990
14 O 0.01818 1.48568 -0.55923  C2 1.207
15 F 2.20235 0.60654 0.86402  C4 1.335

Results of the natural (NBO) charge analysis, in e, for atoms 1 through 5: C -0.32; C 0.67; C -0.13; C 0.23; H 0.36

***

<ii>
Entry from OMol25: C4H7FN2O in the gas phase (ωB97M-V/def2-TZVPD).

Properties
Structure (SMILES): [H]/N=C1/NOC[C@]1(C)F
Orbital gap (eV): 10.27

Each atom is followed by the atoms it is bonded to, with distances in Å.
Cartesian coordinates (Å):
1 C 0.04909 -0.45252 1.60472  C2 1.509, H5 1.078, H6 1.086, H7 1.119
2 C 0.50512 -0.12534 0.20354  C1 1.509, C3 1.526, C4 1.528, F15 1.384
3 C 0.47158 1.36116 -0.14181  C2 1.526, H8 1.081, H9 1.104, O14 1.426
4 C -0.44969 -0.63564 -0.87491  C2 1.528, N12 1.401, N13 1.256
5 H -0.04678 -1.52062 1.71924  C1 1.078
6 H 0.79601 -0.08117 2.30052  C1 1.086
7 H -0.94755 0.01415 1.80639  C1 1.119
8 H 1.11207 1.56049 -0.98959  C3 1.081
9 H 0.70552 2.03025 0.70435  C3 1.104
10 H -1.57354 0.55580 -2.06737  N12 1.011
11 H 0.33480 -2.28967 -1.18717  N13 1.017
12 N -1.37432 0.39559 -1.08877  C4 1.401, H10 1.011, O14 1.419
13 N -0.43842 -1.71604 -1.51603  C4 1.256, H11 1.017
14 O -0.90124 1.57695 -0.46073  C3 1.426, N12 1.419
15 F 1.75735 -0.67339 -0.01238  C2 1.384

Results of the natural (NBO) charge analysis, in e, for atoms 1 through 5: C -0.64; C 0.26; C -0.10; C 0.37; H 0.23

***

<iii>
Entry from OMol25: 2 unconnected molecules or ions with the total composition C4H7FN2O (ωB97M-V/def2-TZVPD).

Properties
Orbital gap (eV): 9.21

Each atom is followed by the atoms it is bonded to, with distances in Å.
Cartesian coordinates (Å):
1 C -0.56295 1.01046 0.81590  N6 1.309, O7 1.170
2 C 1.47164 -1.66856 0.15424  C3 1.504, C4 1.479, H9 1.129, H10 1.051
3 C 1.77643 -0.63262 -0.89276  C2 1.504, C4 1.497, H11 1.110, H12 1.113
4 C 0.39049 -0.79347 -0.34963  C2 1.479, C3 1.497, F8 1.395
5 N -2.78893 1.71948 0.86452  N6 1.419, H13 0.965, H14 1.079
6 N -1.79032 0.82496 0.39896  C1 1.309, N5 1.419, H15 1.009
7 O 0.00737 1.75525 1.51584  C1 1.170
8 F -0.57200 -1.22042 -1.26408  C4 1.395
9 H 1.44761 -2.78261 -0.02992  C2 1.129
10 H 1.93017 -1.36215 1.04935  C2 1.051
11 H 2.35418 0.31041 -0.79455  C3 1.110
12 H 1.76600 -1.13476 -1.88558  C3 1.113
13 H -2.24486 2.42864 1.22763  N5 0.965
14 H -3.47163 1.32225 1.59942  N5 1.079
15 H -1.86337 0.30736 -0.46464  N6 1.009

Results of the natural (NBO) charge analysis, in e, for atoms 1 through 5: C 0.75; C -0.48; C -0.50; C 0.24; N -0.65

***

Going by the energies, <i> is most stable and the next is 0.0520 hartree up.

***

<i>
Entry from OMol25: 2 unconnected molecules or ions with the total composition C2H4NO (ωB97M-V/def2-TZVPD).

Properties
Orbital gap (alpha / beta) (eV): 7.88 / 7.87
Total charge: +1

Each atom is followed by the atoms it is bonded to, with distances in Å.
Cartesian coordinates (Å):
1 C -1.22613 -0.46269 0.02260  C2 1.365, H5 0.969, H8 1.115
2 C -0.06499 0.23816 -0.13264  C1 1.365, H6 1.052, H7 1.028
3 N 1.98003 0.57569 -0.07701  O4 1.085
4 O 2.47557 -0.34445 0.21597  N3 1.085
5 H -1.77137 -0.63042 -0.76055  C1 0.969
6 H 0.06828 0.74841 0.77775  C2 1.052
7 H 0.23103 0.61328 -1.04303  C2 1.028
8 H -1.69240 -0.73797 0.99691  C1 1.115

Results of the natural (NBO) charge analysis, in e, for atoms 1 through 5: C -0.09; C -0.55; N 0.63; O 0.10; H 0.19

***

<ii>
Entry from OMol25: a gas-phase ion, C2H4NO (charge +1) (ωB97M-V/def2-TZVPD).

Properties
Structure (SMILES): O=[N+]1CC1
Orbital gap (eV): 10.06
Total charge: +1

Each atom is followed by the atoms it is bonded to, with distances in Å.
Cartesian coordinates (Å):
1 C 0.24200 -0.34744 -0.62942  C2 1.541, N3 1.326, H5 1.239, H6 1.129
2 C 0.07838 0.79179 0.39558  C1 1.541, N3 1.409, H7 1.095, H8 1.006
3 N -0.24910 -0.56599 0.58233  C1 1.326, C2 1.409, O4 1.183
4 O -0.80095 -1.30376 1.32407  N3 1.183
5 H -0.55570 -0.53544 -1.55837  C1 1.239
6 H 1.16574 -0.82243 -1.07299  C1 1.129
7 H 0.84272 1.44456 0.83028  C2 1.095
8 H -0.72308 1.33871 0.12853  C2 1.006

Results of the natural (NBO) charge analysis, in e, for atoms 1 through 5: C -0.31; C -0.27; N 0.34; O 0.00; H 0.33

***

<iii>
Entry from OMol25: a gas-phase ion, C2H4NO (charge +1) (ωB97M-V/def2-TZVPD).

Properties
Structure (SMILES): C=[N+]=CO
Orbital gap (eV): 11.25
Total charge: +1

Each atom is followed by the atoms it is bonded to, with distances in Å.
Cartesian coordinates (Å):
1 C -0.86562 0.15517 -1.35169  N3 1.229, H5 1.197, H6 1.121
2 C 0.46331 0.15143 0.74742  N3 1.258, O4 1.321, H7 1.035
3 N -0.16814 0.12851 -0.34072  C1 1.229, C2 1.258
4 O 0.41306 -0.76752 1.69468  C2 1.321, H8 0.980
5 H -0.65649 -0.61000 -2.24765  C1 1.197
6 H -1.64432 0.96019 -1.40586  C1 1.121
7 H 1.22308 0.85071 0.68435  C2 1.035
8 H 1.23511 -0.86849 2.21947  O4 0.980

Results of the natural (NBO) charge analysis, in e, for atoms 1 through 5: C 0.12; C 0.53; N -0.33; O -0.59; H 0.27

***

Going by the energies, <iii> is most stable and the next is 0.1445 hartree up.

***

<i>
Entry from OMol25: 3 unconnected molecules or ions with the total composition C2H10NO2 (ωB97M-V/def2-TZVPD).

Properties
Orbital gap (eV): 10.28
Total charge: +1

Each atom is followed by the atoms it is bonded to, with distances in Å.
Cartesian coordinates (Å):
1 C -0.34503 1.77499 0.43087  N3 1.473, H4 1.086, H5 1.265, H6 1.116
2 C 1.82865 0.91666 0.02486  N3 1.284, H7 1.148, H8 1.108
3 N 0.66195 0.70302 0.51738  C1 1.473, C2 1.284, H9 1.036
4 H -0.81843 1.79623 1.40798  C1 1.086
5 H -1.08958 1.61342 -0.57947  C1 1.265
6 H 0.17403 2.73955 0.21933  C1 1.116
7 H 1.95227 1.87250 -0.59950  C2 1.148
8 H 2.37008 0.01727 -0.33050  C2 1.108
9 H 0.54641 -0.22604 0.96012  N3 1.036
10 H -1.68698 -0.81614 -1.76027  O12 0.968
11 H -2.49979 -2.03616 -0.90677  O12 0.932
12 O -1.81283 -1.41548 -1.01068  H10 0.968, H11 0.932
13 H -0.14177 -1.86768 -0.08146  O15 0.987
14 H 0.51104 -3.04528 0.94828  O15 1.048
15 O 0.34998 -2.02684 0.75984  H13 0.987, H14 1.048

Results of the natural (NBO) charge analysis, in e, for atoms 1 through 5: C -0.44; C 0.10; N -0.40; H 0.25; H 0.26

***

<ii>
Entry from OMol25: 3 unconnected molecules or ions with the total composition C2H10NO2 (ωB97M-V/def2-TZVPD).

Properties
Orbital gap (eV): 10.50
Total charge: +1

Each atom is followed by the atoms it is bonded to, with distances in Å.
Cartesian coordinates (Å):
1 C 0.56161 -1.11786 -1.18608  N3 1.461, H4 1.110, H5 1.089, H6 1.109
2 C -1.28521 -1.76826 0.19882  N3 1.263, H7 1.122, H8 1.079
3 N -0.45253 -0.88836 -0.15904  C1 1.461, C2 1.263, H9 1.042
4 H 0.36901 -0.34674 -1.96022  C1 1.110
5 H 0.67042 -2.13750 -1.55231  C1 1.089
6 H 1.58445 -0.96163 -0.78797  C1 1.109
7 H -1.46495 -2.61440 -0.51620  C2 1.122
8 H -2.00671 -1.75709 1.00064  C2 1.079
9 H -0.38393 -0.00013 0.38101  N3 1.042
10 H -1.52729 2.28213 -0.41138  O12 0.973
11 H -0.80441 1.95055 0.72291  O12 0.978
12 O -1.55939 1.55994 0.23968  H10 0.973, H11 0.978
13 H 2.41307 1.54721 1.98496  O15 0.956
14 H 2.07054 2.14911 0.55749  O15 0.966
15 O 1.81533 2.10303 1.48768  H13 0.956, H14 0.966

Results of the natural (NBO) charge analysis, in e, for atoms 1 through 5: C -0.45; C 0.13; N -0.38; H 0.25; H 0.25

***

Going by the energies, <ii> is most stable and the next is 0.0229 hartree up.

***

<i>
Entry from OMol25: 3 unconnected molecules or ions with the total composition C2H10NO2 (ωB97M-V/def2-TZVPD).

Properties
Orbital gap (eV): 11.56
Total charge: +1

Each atom is followed by the atoms it is bonded to, with distances in Å.
Cartesian coordinates (Å):
1 C -1.02801 0.40908 0.75545  C2 1.311, N3 1.473, H4 1.066
2 C -1.15734 -0.89356 0.68998  C1 1.311, H5 1.077, H6 1.080
3 N 0.31750 1.00603 0.81034  C1 1.473, H7 1.028, H8 1.057, H9 1.021
4 H -1.82562 1.11468 0.80543  C1 1.066
5 H -2.09583 -1.42040 0.65510  C2 1.077
6 H -0.26576 -1.50096 0.64678  C2 1.080
7 H 1.01478 0.26153 0.68662  N3 1.028
8 H 0.49496 1.69467 0.02782  N3 1.057
9 H 0.47047 1.44700 1.71884  N3 1.021
10 H 0.79046 -4.23109 -0.02670  O12 0.970
11 H -0.05413 -3.22558 -0.80456  O12 0.962
12 O 0.82516 -3.35190 -0.43422  H10 0.970, H11 0.962
13 H -0.23280 3.23726 -1.34125  O15 0.965
14 H 0.82411 2.50244 -2.17700  O15 0.965
15 O 0.62374 2.79664 -1.27967  H13 0.965, H14 0.965

Results of the natural (NBO) charge analysis, in e, for atoms 1 through 5: C -0.07; C -0.34; N -0.71; H 0.23; H 0.25

***

<ii>
Entry from OMol25: 2 unconnected molecules or ions with the total composition C2H10NO2 (ωB97M-V/def2-TZVPD).

Properties
Orbital gap (eV): 11.08
Total charge: +1

Each atom is followed by the atoms it is bonded to, with distances in Å.
Cartesian coordinates (Å):
1 C 1.11357 -1.17150 0.74059  O2 1.382, C3 1.525, H5 1.086, H6 1.104
2 O 1.03650 -2.31203 1.51732  C1 1.382, H7 0.965
3 C -0.15226 -0.82257 -0.03568  C1 1.525, N4 1.515, H8 1.093, H9 1.081
4 N 0.22127 0.30976 -0.96974  C3 1.515, H10 1.029, H11 1.022, H12 1.019
5 H 1.98764 -1.29108 0.10737  C1 1.086
6 H 1.29930 -0.26579 1.34479  C1 1.104
7 H 0.16458 -2.40689 1.92091  O2 0.965
8 H -0.50693 -1.61024 -0.70468  C3 1.093
9 H -0.91065 -0.34241 0.56697  C3 1.081
10 H 1.01790 0.22436 -1.61605  N4 1.029
11 H 0.48311 1.14269 -0.43760  N4 1.022
12 H -0.59427 0.56733 -1.52308  N4 1.019
13 H -2.45191 2.42462 -0.47360  O15 0.966
14 H -1.21401 3.06800 0.13928  O15 0.964
15 O -1.49385 2.48575 -0.57677  H13 0.966, H14 0.964

Results of the natural (NBO) charge analysis, in e, for atoms 1 through 5: C -0.07; O -0.67; C -0.23; N -0.67; H 0.20

***

Going by the energies, <ii> is most stable and the next is 0.0019 hartree up.

***

<i>
Entry from OMol25: 3 unconnected molecules or ions with the total composition C2H10NO2 (ωB97M-V/def2-TZVPD).

Properties
Orbital gap (eV): 9.50
Total charge: +1

Each atom is followed by the atoms it is bonded to, with distances in Å.
Cartesian coordinates (Å):
1 C 0.39158 0.05192 -1.65886  N3 1.491, H4 1.152, H5 1.174, H6 1.075
2 C 1.20758 1.70175 0.04529  N3 1.289, H7 1.129, H8 1.099
3 N 1.04793 0.50223 -0.39787  C1 1.491, C2 1.289, H9 0.951
4 H -0.25096 -0.90226 -1.59063  C1 1.152
5 H 1.14134 -0.22092 -2.51959  C1 1.174
6 H -0.25457 0.75612 -2.15112  C1 1.075
7 H 0.73200 2.63332 -0.37975  C2 1.129
8 H 1.59498 1.65697 1.07303  C2 1.099
9 H 1.20967 -0.16141 0.26433  N3 0.951
10 H 1.29261 -3.51629 2.22638  O12 0.967
11 H 0.14420 -3.10665 2.91665  O12 0.956
12 O 0.74731 -2.72002 2.28378  H10 0.967, H11 0.956
13 H -3.27663 0.95768 0.64985  O15 0.952
14 H -3.09874 1.09763 -0.78804  O15 0.956
15 O -2.62830 1.26991 0.02656  H13 0.952, H14 0.956

Results of the natural (NBO) charge analysis, in e, for atoms 1 through 5: C -0.48; C 0.13; N -0.37; H 0.27; H 0.26

***

<ii>
Entry from OMol25: 2 unconnected molecules or ions with the total composition C2H10NO2 (ωB97M-V/def2-TZVPD).

Properties
Orbital gap (eV): 11.77
Total charge: +1

Each atom is followed by the atoms it is bonded to, with distances in Å.
Cartesian coordinates (Å):
1 C -0.94989 0.07798 -1.18429  O2 1.433, C3 1.528, H5 1.090, H6 1.090
2 O -0.45464 1.36724 -0.80325  C1 1.433, H7 0.967
3 C -1.32275 -0.65354 0.10454  C1 1.528, N4 1.496, H8 1.072, H9 1.087
4 N -0.12473 -0.63505 1.00052  C3 1.496, H10 1.030, H11 1.017, H12 1.035
5 H -0.17398 -0.40138 -1.78028  C1 1.090
6 H -1.86600 0.13206 -1.77312  C1 1.090
7 H -1.17656 1.99158 -0.95812  O2 0.967
8 H -2.18560 -0.22780 0.57703  C3 1.072
9 H -1.56377 -1.69025 -0.11546  C3 1.087
10 H 0.51641 -1.37575 0.68398  N4 1.030
11 H -0.37782 -0.93707 1.93791  N4 1.017
12 H 0.50097 0.18855 0.96441  N4 1.035
13 H 3.40387 0.24746 0.95758  O15 0.966
14 H 2.99839 1.42284 0.12240  O15 0.967
15 O 2.77609 0.49314 0.26616  H13 0.966, H14 0.967

Results of the natural (NBO) charge analysis, in e, for atoms 1 through 5: C -0.10; O -0.73; C -0.25; N -0.68; H 0.21

***

Going by the energies, <ii> is most stable and the next is 0.0550 hartree up.